a:
A cluster of 2 separate species, C3H11N2 in total, computed with ωB97M-V/def2-TZVPD.

Results
Charge ... +1
Highest occupied orbital energy ... -14.461 eV
HOMO-LUMO gap ... 11.34 eV
LUMO level ... -0.115 hartree

Geometry as XYZ:
```
16
Properties=species:S:1:pos:R:3:nbo_charge:R:1
N -0.1008 1.4872 1.5483 -1.0237
N 1.3517 -0.3777 0.3683 -0.7364
C -1.6777 -0.2172 -1.2142 -0.3438
C -0.7310 -1.0261 -0.7912 -0.2370
C 0.7416 -0.8036 -0.9450 -0.2572
H 0.1597 2.4420 1.3341 0.4087
H -0.2104 1.3735 2.5478 0.4123
H 1.3613 -1.1556 1.0205 0.4116
H 0.9599 0.0007 -1.6466 0.2204
H -0.9762 -1.9592 -0.2941 0.2159
H 0.7094 0.4970 0.8896 0.4384
H 1.2373 -1.7136 -1.2689 0.2304
H -2.7277 -0.4565 -1.1000 0.2302
H -1.4367 0.7050 -1.7377 0.2027
H 2.3195 -0.1043 0.2161 0.4205
H -0.9800 1.3085 1.0731 0.4072
```

---

b:
A cluster of 2 separate species, C3H11N2 in total, computed with ωB97M-V/def2-TZVPD.

Results
Charge ... +1
Highest occupied orbital energy ... -14.756 eV
HOMO-LUMO gap ... 11.20 eV
LUMO level ... -0.131 hartree

Geometry as XYZ:
```
16
Properties=species:S:1:pos:R:3:nbo_charge:R:1
N 1.5784 0.4084 1.0465 -0.7034
N -0.8157 0.4763 -0.3084 -0.5854
C -1.5520 -0.0600 0.8879 -0.4046
C 2.5872 -0.0673 0.4041 0.0522
C -0.8828 -0.4361 -1.5653 -0.4018
H -2.0607 0.8375 1.2636 0.2334
H 0.2833 0.8022 0.1066 0.4763
H 2.9515 0.3331 -0.5568 0.1847
H 1.5926 0.1711 2.0521 0.3956
H 3.0945 -1.0577 0.6030 0.1893
H -1.8968 -0.3100 -1.9313 0.2322
H -0.4725 -1.4356 -1.4232 0.2415
H -2.1670 -0.8178 0.5879 0.2218
H -1.0254 1.4601 -0.5902 0.4275
H -0.8117 -0.4687 1.6616 0.2246
H -0.4029 0.1647 -2.2383 0.2162
```

---

Q: Which of them is the most stable? A: a.

---

a:
A cluster of 2 separate species, C3H11N2 in total, computed with ωB97M-V/def2-TZVPD.

Results
Charge ... +1
Highest occupied orbital energy ... -13.789 eV
HOMO-LUMO gap ... 9.51 eV
LUMO level ... -0.157 hartree

Geometry as XYZ:
```
16
Properties=species:S:1:pos:R:3:nbo_charge:R:1
N 1.8264 2.3725 -0.5576 -0.6934
N 0.6256 1.5216 -2.3665 -0.6931
C -2.3599 -2.7236 2.7605 -0.6188
C 1.6412 2.1529 -1.8392 0.4088
C -1.3853 -2.8862 1.6132 -0.6194
H -0.5485 -2.1789 1.6046 0.1887
H -3.3587 -2.4094 2.4553 0.2080
H 1.1405 2.2302 0.1685 0.4311
H 2.4150 2.5466 -2.4869 0.2341
H -2.0800 -1.8891 3.4046 0.2056
H 2.4612 3.1372 -0.3582 0.4353
H -2.4734 -3.6412 3.3272 0.2168
H -1.7877 -2.9142 0.6031 0.2043
H -0.2356 1.4671 -1.8523 0.4312
H 0.6222 1.3373 -3.3594 0.4459
H -0.8645 -3.8194 1.8149 0.2150
```

---

b:
A cluster of 2 separate species, C3H11N2 in total, computed with ωB97M-V/def2-TZVPD.

Results
Charge ... +1
Highest occupied orbital energy ... -14.319 eV
HOMO-LUMO gap ... 8.86 eV
LUMO level ... -0.201 hartree

Geometry as XYZ:
```
16
Properties=species:S:1:pos:R:3:nbo_charge:R:1
N 1.3851 0.5856 -0.7790 -0.8562
N -0.8874 -0.0127 0.5552 -0.4549
C 2.0232 -0.7256 -0.6569 -0.4401
C -2.1241 -0.0379 -0.2552 -0.4202
C -0.9285 0.3820 1.7817 0.1225
H -2.9130 0.5182 0.2504 0.2286
H 1.8938 -1.2808 -1.5886 0.2254
H -2.4353 -1.0860 -0.3012 0.2514
H 1.3172 0.9942 -1.7060 0.4006
H 1.8005 1.3004 -0.1940 0.3865
H -1.5597 1.2635 1.9072 0.2073
H 0.0131 -0.1344 -0.0177 0.4763
H 1.6509 -1.3124 0.1892 0.1868
H -0.4773 -0.1739 2.6056 0.2342
H 3.1115 -0.6557 -0.5566 0.2182
H -1.8701 0.3755 -1.2340 0.2337
```

---

c:
A cluster of 2 separate species, C3H11N2 in total, computed with ωB97M-V/def2-TZVPD.

Results
Charge ... +1
Highest occupied orbital energy ... -15.035 eV
HOMO-LUMO gap ... 10.91 eV
LUMO level ... -0.152 hartree

Geometry as XYZ:
```
16
Properties=species:S:1:pos:R:3:nbo_charge:R:1
N 0.4089 0.6775 -0.7004 -0.4199
N -1.0711 -1.0629 0.6257 -0.8046
C -0.0622 1.0001 -2.0336 -0.4491
C -0.3993 -1.0804 1.9528 -0.4266
C 1.5737 1.0129 -0.2346 0.0765
H -1.0773 1.4897 -1.9673 0.2434
H -0.0315 0.0845 -2.6301 0.2426
H -0.0040 -0.0569 2.1069 0.1953
H 0.4634 -1.7397 1.9421 0.2178
H -1.0359 -1.9497 0.1810 0.3964
H 1.8567 0.5781 0.7142 0.2123
H 2.2346 1.6780 -0.8079 0.2174
H -1.0662 -1.4717 2.7225 0.2304
H -2.0498 -0.8510 0.7391 0.4008
H -0.3252 -0.0705 -0.1036 0.4410
H 0.5852 1.7621 -2.5067 0.2262
```

---

Q: Which of them is the most stable? A: a.

---

a:
A cluster of 2 separate species, C3H11N2 in total, computed with ωB97M-V/def2-TZVPD.

Results
Charge ... +1
Highest occupied orbital energy ... -12.865 eV
HOMO-LUMO gap ... 9.28 eV
LUMO level ... -0.132 hartree

Geometry as XYZ:
```
16
Properties=species:S:1:pos:R:3:nbo_charge:R:1
N -0.5966 0.7146 1.6908 -0.8759
N -0.6762 -0.0490 -1.3241 -0.7438
C 0.5871 -0.0928 1.6380 -0.0386
C 0.6395 -1.4258 1.5820 -0.4604
C 0.3547 0.6909 -2.0555 -0.4447
H 1.5212 -1.9968 1.5486 0.2309
H -0.6623 -1.0965 -1.4983 0.4432
H -0.1233 1.1555 -2.8952 0.2360
H 1.1209 -0.1410 -2.5322 0.2639
H -0.8301 0.0669 -0.2428 0.4900
H -1.3407 0.3222 2.1958 0.4046
H 1.5630 0.3961 1.8255 0.2113
H -1.7016 0.0636 -1.6898 0.4423
H 0.6970 1.5917 -1.3279 0.2608
H -0.2399 -1.8836 1.1162 0.1679
H -0.3125 1.6839 1.9690 0.4124
```

---

b:
A cluster of 2 separate species, C3H11N2 in total, computed with ωB97M-V/def2-TZVPD.

Results
Charge ... +1
Highest occupied orbital energy ... -12.823 eV
HOMO-LUMO gap ... 9.40 eV
LUMO level ... -0.126 hartree

Geometry as XYZ:
```
16
Properties=species:S:1:pos:R:3:nbo_charge:R:1
N -1.4615 -0.4906 -0.7400 -0.6961
N 1.4218 -0.1683 -0.3950 -0.8687
C 0.6572 1.5857 1.0814 -0.5027
C 1.3248 1.1856 0.0107 -0.0306
C -1.4550 -1.6510 0.1767 -0.4348
H 1.1986 -0.7727 0.3819 0.3763
H 2.0628 1.8416 -0.4335 0.2243
H -1.8144 -0.6917 -1.6788 0.4485
H 0.7709 2.5736 1.5207 0.2371
H -2.5067 -1.8543 0.3834 0.2395
H -0.5259 -0.0935 -0.9805 0.4720
H 2.3007 -0.4042 -0.8184 0.4097
H -1.8800 0.3132 -0.2614 0.4477
H -1.1274 -2.5583 -0.3239 0.2475
H -0.0997 1.1117 1.7068 0.1899
H -0.9671 -1.4522 1.1232 0.2404
```

---

c:
A cluster of 2 separate species, C3H11N2 in total, computed with ωB97M-V/def2-TZVPD.

Results
Charge ... +1
Highest occupied orbital energy ... -14.223 eV
HOMO-LUMO gap ... 9.86 eV
LUMO level ... -0.160 hartree

Geometry as XYZ:
```
16
Properties=species:S:1:pos:R:3:nbo_charge:R:1
N -1.3494 0.9106 1.0538 -0.7192
N -2.4650 2.7731 1.9589 -0.6891
C 1.8276 -2.6619 -1.4563 -0.6094
C -1.4562 2.1813 1.3789 0.4130
C 1.6914 -1.1562 -1.6223 -0.6070
H 0.6650 -0.8094 -1.7683 0.1879
H 1.3643 -3.0220 -0.5307 0.1965
H 2.0468 -0.7170 -0.6860 0.1842
H -2.1334 0.2588 1.0698 0.4298
H 2.8546 -3.0233 -1.4754 0.2190
H -3.2751 2.2116 2.1956 0.4278
H -2.3263 3.6723 2.3976 0.4519
H -0.4291 0.4940 1.0805 0.4483
H -0.6189 2.8044 1.0536 0.2363
H 1.3005 -3.1974 -2.2438 0.2098
H 2.3032 -0.7190 -2.4059 0.2202
```

---

Q: Which of them is the most stable? A: c.

---

a:
A cluster of 2 separate species, C2H5ClS2 in total, computed with ωB97M-V/def2-TZVPD.

Results
Highest occupied orbital energy ... -8.893 eV
HOMO-LUMO gap ... 9.55 eV
SMILES ... C=C(S)Cl.S
LUMO level ... 0.024 hartree

Geometry as XYZ:
```
10
Properties=species:S:1:pos:R:3:nbo_charge:R:1
Cl 1.5904 -2.5161 -0.9228 0.0508
S -0.5044 1.9429 2.3784 -0.3110
S -0.4150 -1.2402 -2.6054 0.0571
C 0.2710 -0.3355 -0.1070 -0.4438
C 0.4694 -1.2663 -1.0478 -0.2142
H -1.4447 2.4975 3.2887 0.1662
H 0.2806 -2.1617 -3.0717 0.1112
H -0.3850 0.5438 -0.0877 0.2243
H 0.9099 -0.3324 0.7494 0.2116
H -0.7722 2.8681 1.4257 0.1477
```

---

b:
A cluster of 2 separate species, C2H5ClS2 in total, computed with ωB97M-V/def2-TZVPD.

Results
Highest occupied orbital energy ... -8.953 eV
HOMO-LUMO gap ... 9.55 eV
SMILES ... C=C(S)Cl.S
LUMO level ... 0.022 hartree

Geometry as XYZ:
```
10
Properties=species:S:1:pos:R:3:nbo_charge:R:1
Cl 0.4764 -1.7122 -1.6182 -0.0444
S -1.5136 0.5372 -1.1688 0.0439
S 0.8807 1.8971 0.6947 -0.2847
C -0.0982 -0.7233 0.8169 -0.5036
C -0.3971 -0.6784 -0.4203 -0.1028
H 1.5824 1.5752 -0.3765 0.1517
H 1.1217 0.9234 1.6227 0.1548
H -1.5578 -0.1284 -2.2951 0.1329
H 0.2789 -1.5385 1.2981 0.2312
H -0.7734 -0.1521 1.4465 0.2210
```

---

Q: Which of them is the most stable? A: a.

---

a:
An isolated molecule of C4H12N2O, computed with ωB97M-V/def2-TZVPD.

Results
Highest occupied orbital energy ... -9.094 eV
HOMO-LUMO gap ... 9.86 eV
SMILES ... NCC[C@@H](N)CO
LUMO level ... 0.028 hartree

Geometry as XYZ:
```
19
Properties=species:S:1:pos:R:3:nbo_charge:R:1
O 2.3910 1.3590 0.3198 -0.7392
N -1.2045 -0.5741 -1.8738 -0.8542
N 1.0241 -0.4464 1.9030 -0.8100
C -1.7984 0.1020 -0.6716 -0.2332
C 1.4285 0.5524 -0.1845 -0.0720
C 0.2824 0.3732 0.8851 -0.0635
C -1.1377 -0.4547 0.6579 -0.3955
H -1.4898 -0.1210 -2.8033 0.3622
H 3.3267 1.3812 -0.1909 0.4906
H -0.9787 -1.4902 0.5451 0.1973
H 1.8752 -0.5146 -0.0950 0.1230
H -2.8622 -0.1698 -0.5641 0.1775
H -0.1033 1.3243 1.1734 0.1885
H -1.6412 -0.3031 1.7315 0.2294
H -1.7523 -1.5081 -2.0192 0.3507
H 1.9621 -0.1006 1.8150 0.3493
H 0.9956 0.6971 -1.2223 0.1811
H -1.6019 1.1854 -0.7440 0.1917
H 1.2845 -1.2920 1.3378 0.3262
```

---

b:
An isolated molecule of C4H12N2O, computed with ωB97M-V/def2-TZVPD.

Results
Highest occupied orbital energy ... -8.717 eV
HOMO-LUMO gap ... 9.69 eV
SMILES ... NCCNCCO
LUMO level ... 0.036 hartree

Geometry as XYZ:
```
19
Properties=species:S:1:pos:R:3:nbo_charge:R:1
O 1.3731 -2.0548 -1.6227 -0.7254
N 0.1748 2.8230 1.0910 -0.8389
N -0.0577 -0.1209 0.1167 -0.6784
C -0.6890 -1.1040 -0.7765 -0.2450
C 0.0553 1.6287 1.9678 -0.2178
C -0.7572 0.5075 1.2404 -0.2143
C 0.0371 -1.7314 -1.9641 -0.0536
H 1.0558 1.3008 2.1808 0.1938
H -0.1747 2.5697 0.1756 0.3487
H 0.6277 0.3713 -0.4358 0.3747
H -0.8779 -0.2656 1.9970 0.1912
H -0.5414 -2.6348 -2.2097 0.1673
H -1.7098 0.9197 0.8992 0.1647
H -0.0069 -1.1242 -2.8729 0.1644
H -1.6179 -0.6873 -1.1608 0.1664
H -0.5619 1.8683 2.8329 0.1901
H -1.0892 -1.9828 -0.2585 0.1789
H -0.4273 3.5369 1.4783 0.3551
H 1.5233 -1.9163 -0.6884 0.4782
```

---

c:
A structure of composition C4H12N2O, computed with ωB97M-V/def2-TZVPD.

Results
Highest occupied orbital energy ... -7.620 eV
HOMO-LUMO gap ... 8.48 eV
LUMO level ... 0.032 hartree

Geometry as XYZ:
```
19
Properties=species:S:1:pos:R:3:nbo_charge:R:1
O 1.1582 -2.6853 0.1607 -0.6089
N 0.7726 -1.2945 0.2091 -0.3455
N -2.0917 0.9734 0.5637 -0.8418
C -1.4756 0.0459 -0.3198 -0.2113
C 0.3336 1.6696 -1.1389 -0.6710
C -0.5092 0.4456 -1.2399 -0.1070
C 1.4921 -0.7820 1.3669 -0.4426
H 1.3088 1.5077 -1.6028 0.2308
H 2.5673 -0.7390 1.1567 0.1914
H 0.8902 -2.9463 -0.7327 0.4626
H 1.1257 0.2204 1.5942 0.1898
H -2.2076 -0.6646 -0.7104 0.2191
H 1.3601 -1.4209 2.2466 0.1813
H -0.3204 -0.2101 -2.0805 0.2067
H -0.4774 -0.9310 0.3077 0.3433
H -1.5302 1.7888 0.7755 0.3842
H -0.1565 2.5065 -1.6519 0.2233
H 0.5137 1.9713 -0.1039 0.2060
H -2.7537 0.5447 1.1995 0.3896
```

---

Q: Which of them is the most stable? A: b.

---

a:
An isolated molecule of C4H12N2O, computed with ωB97M-V/def2-TZVPD.

Results
Highest occupied orbital energy ... -8.943 eV
HOMO-LUMO gap ... 9.90 eV
SMILES ... C[C@@H](O)CNCN
LUMO level ... 0.035 hartree

Geometry as XYZ:
```
19
Properties=species:S:1:pos:R:3:nbo_charge:R:1
O 1.4184 -0.8829 0.8183 -0.7205
N -0.1544 0.8379 -0.9569 -0.6486
N -0.5532 -1.0237 -2.4907 -0.8535
C -1.0815 0.2389 -1.8482 -0.0466
C 0.7729 0.3175 1.3411 0.0761
C 0.1463 -0.0290 2.7374 -0.6136
C -0.4123 0.7943 0.4882 -0.2388
H -1.3409 0.9755 -2.6398 0.1705
H -0.6820 -0.6998 2.5288 0.2104
H 0.7854 0.4799 -1.0796 0.3676
H -2.0247 -0.0373 -1.3373 0.1614
H -1.0803 -1.7631 -2.0409 0.3549
H 0.9599 -0.9467 -0.0301 0.4586
H 1.5312 1.0982 1.2724 0.1738
H -0.8191 -0.9878 -3.4669 0.3622
H -0.6837 1.7831 0.8751 0.1905
H 0.8296 -0.4269 3.4617 0.2210
H -1.3489 0.2014 0.5693 0.1706
H -0.1665 0.9655 3.0977 0.2038
```

---

b:
A cluster of 3 separate species, C4H12N2O in total, computed with ωB97M-V/def2-TZVPD.

Results
Highest occupied orbital energy ... -7.777 eV
HOMO-LUMO gap ... 4.75 eV
LUMO level ... -0.111 hartree

Geometry as XYZ:
```
19
Properties=species:S:1:pos:R:3:nbo_charge:R:1
O -0.4488 -0.9044 -1.8270 -1.2130
N -1.2743 -0.4159 0.8124 -0.8861
N 1.1257 0.6987 0.1873 -0.8238
C -1.0212 0.8931 1.1803 0.3683
C 0.2015 1.5031 0.8779 0.0095
C 0.8200 -3.4002 -1.2241 -0.9127
C 0.4043 2.8572 0.9647 -0.2031
H -0.9746 -0.5513 -0.1725 0.4628
H 1.4810 -3.1801 -0.3852 0.1847
H -0.3614 3.3949 1.4810 0.1963
H -0.0014 -4.0652 -0.8716 0.1912
H 1.3734 -3.9399 -2.0062 0.1966
H -1.7750 1.4710 1.6960 0.1922
H -1.0040 -0.8239 -2.6082 0.4479
H -0.6143 -0.9775 1.3521 0.4206
H 0.3287 -2.4516 -1.5875 0.3025
H 1.0325 3.5096 0.3502 0.2276
H 0.6696 0.1126 -0.5207 0.4560
H 1.9593 1.1932 -0.0755 0.3826
```

---

Q: Which of them is the most stable? A: a.